The following is a DFT calculation (wB97M-V/def2-TZVPD) of a 5-piece molecular cluster, C32H27BNO12 overall in a non-equilibrium geometry.

Values from the calculation:
**DFT total energy**: -60339.385 eV
**Kohn-Sham gap**: 0.2205 hartree
**Largest force on an atom**: 9.30 eV Å⁻¹
**Net charge**: +1
**LUMO level**: -5.80 eV
**HOMO**: -11.8 eV

Each line ends with the Mulliken charge.
Atoms and positions in Å:
1 C 2.632486 -1.175503 4.318335  -0.814
2 C 2.881063 -1.619959 2.742764  -0.087
3 O 1.832303 -2.565816 2.330856  -0.524
4 B 0.578525 -1.868756 1.944942  0.470
5 O 0.561179 -0.884618 0.844977  -0.239
6 C -0.854241 -2.234814 2.729870  0.392
7 C -0.948255 -3.792218 3.318221  -0.414
8 N -2.209987 -4.245981 4.063995  -0.088
9 C -3.417916 -3.306092 4.250606  -0.283
10 C -3.449599 -1.738676 3.719069  -0.607
11 C -2.096295 -1.165258 2.929221  0.445
12 C -1.969939 0.384825 2.381575  0.211
13 O -2.232403 0.804534 1.141394  -0.311
14 O -1.464697 1.380380 3.384626  -0.445
15 H 2.535087 -2.174914 4.926861  0.246
16 H 3.539517 -0.544811 4.726900  0.347
17 H 1.648802 -0.561459 4.477086  0.089
18 H 3.035703 -0.706333 2.023416  0.249
19 H 3.911198 -2.222590 2.739002  0.214
20 H -0.172339 -1.181951 0.205963  0.271
21 H -0.036382 -4.531948 3.169434  0.412
22 H -2.205442 -5.222336 4.437045  0.305
23 H -4.340599 -3.735871 4.830251  0.374
24 H -4.373851 -1.033769 3.879448  0.427
25 H -0.639052 0.904156 3.753757  0.381
26 C 7.659968 -0.153721 -0.944836  -0.396
27 C 7.031291 0.245634 0.164942  -0.479
28 C 5.850361 -0.476224 0.678299  0.616
29 O 5.273125 -0.110224 1.692870  -0.550
30 C 5.392330 -1.656753 -0.080886  -0.070
31 C 6.021006 -2.056108 -1.190664  -0.478
32 C 7.201937 -1.334250 -1.704021  0.259
33 O 7.779173 -1.700249 -2.718592  -0.536
34 H 8.527063 0.364837 -1.335340  0.410
35 H 7.355430 1.109110 0.733415  0.425
36 H 4.525234 -2.175311 0.309617  0.355
37 H 5.696867 -2.919583 -1.759137  0.437
38 C -0.627080 3.433116 -0.214797  -0.058
39 C -1.676826 4.181149 -0.568076  -0.253
40 C -1.500759 5.452687 -1.297050  0.171
41 O -2.460887 6.138972 -1.619041  -0.552
42 C -0.120622 5.864519 -1.621736  -0.504
43 C 0.929123 5.116485 -1.268458  -0.235
44 C 0.753056 3.844948 -0.539483  0.152
45 O 1.713184 3.158662 -0.217492  -0.579
46 H -0.738637 2.498278 0.320817  0.536
47 H -2.695388 3.892417 -0.337899  0.483
48 H -0.009066 6.799357 -2.157350  0.441
49 H 1.947686 5.405217 -1.498634  0.435
50 C -0.138698 1.195561 -5.982545  -0.407
51 C 0.517851 2.351853 -5.847425  -0.438
52 C 0.930429 2.847899 -4.519671  0.194
53 O 1.529634 3.907094 -4.394885  -0.520
54 C 0.590996 2.016359 -3.347866  -0.042
55 C -0.065554 0.860067 -3.482986  -0.528
56 C -0.478132 0.364021 -4.810739  0.298
57 O -1.077336 -0.695174 -4.935526  -0.560
58 H -0.449202 0.817666 -6.948999  0.419
59 H 0.774827 2.972839 -6.697223  0.425
60 H 0.901500 2.394254 -2.381412  0.540
61 H -0.322530 0.239081 -2.633188  0.574
62 C -4.706619 -1.884504 -1.449229  -0.516
63 C -4.461088 -1.239672 -0.304575  -0.066
64 C -5.510788 -1.069844 0.719387  0.455
65 O -5.287498 -0.478046 1.766493  -0.577
66 C -6.841083 -1.641281 0.430293  -0.446
67 C -7.086615 -2.286113 -0.714360  -0.403
68 C -6.036915 -2.455941 -1.738323  0.228
69 O -6.260204 -3.047739 -2.785428  -0.520
70 H -3.948175 -2.017234 -2.211065  0.538
71 H -3.490377 -0.815512 -0.077361  0.449
72 H -7.599528 -1.508550 1.192130  0.428
73 H -8.057326 -2.710273 -0.941575  0.424

Forces on the atoms, in the same order (eV/Å):
C 0.2 -0.5 -0.4
C 2.2 0.4 1.3
O -3.2 2.9 -0.4
B 1.9 0.1 -1.2
O -1.4 -3.3 1.5
C -2.9 -1.7 1.8
C -3.0 3.3 0.5
N 0.9 4.7 -2.3
C 2.2 2.2 -1.5
C 3.8 -2.7 -0.6
C -0.3 -4.3 1.4
C -0.2 3.4 -4.6
O 1.5 -3.4 8.5
O 0.3 -4.5 -2.3
H 0.2 2.0 -1.1
H -1.9 -1.3 -0.9
H 1.7 -1.0 -0.4
H -0.7 -1.9 1.4
H -2.4 1.3 -0.1
H 1.4 1.0 1.4
H -2.2 1.6 0.5
H -0.3 1.2 -0.4
H 2.1 0.8 -1.3
H 1.9 -1.8 -0.3
H -1.7 1.1 -0.4
C 0.0 0.3 0.4
C 0.3 0.0 -0.3
C -0.2 0.3 0.5
O 0.4 -0.1 -0.5
C 0.1 -0.3 -0.4
C -0.4 -0.1 0.4
C 0.6 -0.3 -0.9
O -0.5 0.3 0.8
H 0.0 0.0 0.0
H 0.0 0.0 0.0
H 0.0 0.0 0.0
H 0.0 0.0 0.0
C -0.4 0.0 0.0
C 0.2 -0.4 0.2
C -0.7 0.7 -0.3
O 0.7 -0.5 0.2
C 0.4 -0.1 0.0
C -0.1 0.4 -0.2
C 0.5 -0.1 0.3
O -0.5 0.2 -0.1
H 0.0 0.0 0.0
H 0.0 0.0 0.0
H 0.0 0.0 0.0
H 0.0 -0.1 0.0
C 0.2 0.4 -0.2
C -0.2 -0.3 -0.3
C 0.5 0.8 0.0
O -0.4 -0.7 0.0
C -0.2 -0.4 0.3
C 0.2 0.4 0.2
C -0.4 -0.8 -0.2
O 0.3 0.6 0.2
H 0.0 0.0 0.0
H 0.0 0.0 0.1
H 0.1 -0.1 -0.2
H 0.0 0.0 0.0
C 0.3 0.2 0.3
C 0.2 -0.2 -0.3
C 0.0 0.2 0.2
O 0.0 -0.3 -0.2
C -0.2 -0.2 -0.2
C -0.2 0.1 0.4
C -0.3 -0.6 -1.1
O 0.2 0.5 0.9
H 0.0 0.0 0.0
H -0.1 0.1 0.0
H 0.0 0.0 0.0
H 0.0 0.0 0.0



The following is a DFT calculation (wB97M-V/def2-TZVPD) of C32H27BaCl2F6IN6O5 as an isolated structure in a non-equilibrium geometry.

Values from the calculation:
**DFT total energy**: -102952.091 eV
**Kohn-Sham gap**: 0.1797 hartree
**Largest force on an atom**: 4.31 eV Å⁻¹
**Net charge**: -2
**LUMO level**: 3.02 eV
**HOMO**: -1.9 eV

Each line ends with the Mulliken charge.
Atoms and positions in Å:
1 Ba -0.239300 0.488800 0.138200  2.808
2 Cl -5.834100 -1.141000 4.602400  -0.286
3 C -4.260500 -0.629700 4.077300  0.096
4 C -3.756600 -1.105100 2.880700  -0.737
5 C -2.527000 -0.661600 2.384000  -0.167
6 N -2.042100 -0.989800 1.145600  0.433
7 C -2.402400 -2.108300 0.525200  -0.385
8 O -3.042400 -3.070000 0.976900  -0.845
9 C -1.941500 -2.186900 -0.909200  0.486
10 C -2.086400 -3.396600 -1.589300  -0.648
11 C -1.772300 -3.459900 -2.932700  -0.364
12 C -1.352600 -2.300900 -3.565800  -1.024
13 C -1.201500 -1.159400 -2.797500  -0.303
14 N -1.469000 -1.098000 -1.505800  0.124
15 C -1.774900 0.266000 3.168100  -0.402
16 C -2.293800 0.694200 4.391200  -0.770
17 C -3.529400 0.267000 4.833800  -0.026
18 Cl -4.156300 0.907400 6.325500  -0.283
19 N -0.655900 0.842400 2.636800  0.622
20 C 0.296500 1.371400 3.394100  -0.299
21 O 0.565600 1.159400 4.585300  -0.793
22 C 1.087100 2.409100 2.645100  0.144
23 C 1.667000 3.441900 3.386100  -0.748
24 C 2.290400 4.477400 2.723700  -0.540
25 C 2.315600 4.448500 1.335900  -0.958
26 C 1.717100 3.380300 0.691200  -0.845
27 N 1.124800 2.382800 1.318900  1.004
28 H -4.335200 -1.813500 2.309200  0.525
29 H -2.439900 -4.256000 -1.035000  0.480
30 H -1.842900 -4.395500 -3.476100  0.412
31 H -1.110400 -2.290400 -4.619100  0.398
32 H -0.843500 -0.241200 -3.237500  0.535
33 H -1.723800 1.393100 4.984300  0.546
34 H 1.597400 3.404800 4.462600  0.547
35 H 2.732100 5.304900 3.263400  0.389
36 H 2.788400 5.231200 0.762800  0.424
37 H 1.688700 3.327800 -0.386400  0.445
38 N 1.800400 -1.095600 1.058600  0.219
39 C 3.202500 -0.781600 1.292100  -1.037
40 C 3.747900 0.232800 0.283000  0.191
41 C 3.469100 -0.189900 -1.162100  -0.689
42 N 2.110000 0.166600 -1.553900  0.255
43 H 1.406500 -1.474200 1.913100  0.133
44 H 1.751300 -1.867900 0.386600  0.089
45 H 3.828000 -1.690100 1.243800  0.364
46 H 3.309400 -0.345200 2.293400  0.465
47 H 4.826000 0.334200 0.455500  0.360
48 H 3.272100 1.199300 0.452900  -0.294
49 H 3.590400 -1.276300 -1.233500  -0.022
50 H 4.217900 0.269500 -1.827500  0.391
51 H 1.685500 -0.647900 -2.005200  0.021
52 H 2.098300 0.923200 -2.226200  0.170
53 I 4.514700 -7.568400 -5.809400  -0.024
54 C 3.604000 -6.147000 -4.511600  0.059
55 C 3.899700 -4.810100 -4.674900  -0.580
56 C 3.322400 -3.896000 -3.811900  -0.209
57 C 2.488200 -4.315600 -2.784300  0.147
58 C 2.210100 -5.666500 -2.646600  -0.330
59 C 2.754700 -6.592400 -3.520600  -0.540
60 C 1.840700 -3.266600 -1.860300  0.397
61 O 1.920500 -3.467300 -0.643700  -0.935
62 O 1.332400 -2.312000 -2.471400  -0.734
63 H 4.558500 -4.478900 -5.463900  0.356
64 H 3.519800 -2.841800 -3.934800  0.410
65 H 1.560600 -5.988400 -1.846800  0.438
66 H 2.514300 -7.641300 -3.428500  0.358
67 C -3.241500 2.606600 0.031700  -2.261
68 C -2.100300 2.930200 -0.955700  1.406
69 O -1.014100 2.195300 -0.830800  -0.900
70 C -2.655900 2.754400 -2.397300  0.367
71 F -3.709000 3.545400 -2.725000  -0.317
72 F -3.090300 1.503300 -2.593900  -0.253
73 F -1.732700 2.985400 -3.345300  -0.264
74 C -1.737300 4.431100 -0.763800  0.274
75 F -1.249300 4.651100 0.464100  -0.253
76 F -0.800700 4.878100 -1.617500  -0.273
77 F -2.775600 5.297300 -0.887000  -0.320
78 H -3.511100 1.563600 -0.099900  0.443
79 H -4.100500 3.255000 -0.128500  0.442
80 H -2.855800 2.724600 1.039500  0.486

Forces on the atoms, in the same order (eV/Å):
Ba 2.6 -3.4 0.6
Cl -0.3 -0.2 0.0
C 0.1 0.2 0.1
C 0.0 0.0 0.0
C -0.2 0.0 0.8
N -0.5 -0.5 -0.3
C 0.0 0.0 0.6
O -0.2 -0.3 -0.2
C -0.2 -0.7 -0.3
C 0.0 -0.1 0.2
C 0.0 0.2 0.0
C -0.1 0.0 0.0
C 0.0 -0.1 -0.4
N -0.9 -0.7 -0.6
C -0.8 -0.3 0.5
C 0.0 -0.1 0.0
C 0.0 0.0 -0.1
Cl 0.0 0.1 0.2
N 0.4 0.6 0.4
C -0.4 -0.6 0.0
O 0.2 0.2 0.3
C 0.3 0.5 0.5
C 0.0 -0.1 0.1
C 0.0 0.0 -0.2
C 0.1 0.0 0.0
C 0.2 0.3 -0.2
N 0.4 0.7 0.8
H 0.0 0.0 0.0
H 0.0 0.1 0.0
H -0.1 0.0 0.0
H 0.1 0.0 0.0
H 0.1 0.2 -0.2
H 0.0 0.0 0.0
H 0.0 -0.1 0.0
H 0.0 0.0 0.1
H 0.0 0.1 -0.1
H 0.0 0.0 -0.3
N 0.5 -0.5 0.5
C 0.4 0.2 0.1
C 0.0 -0.3 0.0
C 0.3 0.3 0.2
N 0.0 0.2 -0.5
H -0.1 0.0 0.1
H -0.1 0.0 0.0
H 0.0 0.1 0.1
H 0.0 -0.2 -0.1
H 0.0 0.0 0.0
H 0.1 0.1 0.0
H 0.0 0.0 -0.1
H -0.1 -0.1 0.1
H -0.1 0.0 0.0
H 0.1 0.1 0.0
I -0.2 0.3 0.2
C 0.3 -0.5 -0.4
C 0.1 0.1 -0.1
C 0.0 0.0 0.0
C -0.3 0.3 0.2
C 0.0 0.1 0.1
C -0.1 -0.2 0.0
C 0.5 -0.5 -0.6
O 0.0 -0.3 0.5
O -0.1 0.3 -0.3
H 0.1 0.0 0.0
H -0.1 0.1 0.0
H -0.1 0.0 0.1
H 0.0 -0.1 0.0
C 0.4 0.0 -0.2
C -1.1 1.3 -0.6
O -1.1 3.4 -2.1
C -0.2 0.0 -0.4
F -0.1 0.2 0.2
F 0.1 -0.3 0.2
F 0.3 0.0 0.0
C -0.1 0.5 0.1
F 0.1 -0.2 0.3
F 0.2 -0.2 -0.2
F -0.3 -0.1 -0.1
H -0.1 -0.1 0.0
H -0.1 -0.1 0.1
H 0.0 0.1 0.2



The following is a DFT calculation (wB97M-V/def2-TZVPD) of C32H27CdCl3GeNO2P2Te as an isolated structure.

Values from the calculation:
**DFT total energy**: -163729.212 eV
**Kohn-Sham gap (alpha / beta)**: 0.2858 / 0.2261 hartree
**Largest force on an atom**: 0.53 eV Å⁻¹
**Spin multiplicity**: 2
**LUMO level (alpha / beta)**: -0.12 / -2.14 eV
**HOMO (alpha / beta)**: -7.9 / -8.3 eV

Each line ends with the Löwdin spin population.
Atoms and positions in Å:
1 Cd 0.963775 -0.063163 -2.941298  0.027
2 Te 2.423998 -0.011605 1.737588  0.081
3 C 1.238429 0.723056 3.330025  0.030
4 C 1.721275 1.724114 4.165601  0.006
5 C 0.914173 2.185937 5.194991  0.000
6 N -0.316892 1.737927 5.427389  0.005
7 C -0.769554 0.777084 4.629631  0.002
8 C -0.034596 0.232548 3.585892  0.014
9 C 0.794488 -0.151139 0.416487  0.492
10 P 0.685679 -1.591959 -0.660862  0.074
11 C -1.000349 -2.263106 -0.553603  0.025
12 C -1.838368 -2.042930 0.533377  0.008
13 C -3.104178 -2.607884 0.571258  0.001
14 C -3.535562 -3.407216 -0.475999  0.001
15 C -2.701090 -3.638826 -1.561148  0.000
16 C -1.442602 -3.063739 -1.603620  0.003
17 C 1.730185 -2.899981 0.029370  0.000
18 C 1.334932 -3.621886 1.156357  0.002
19 C 2.169364 -4.586970 1.689824  0.000
20 C 3.400014 -4.843017 1.096628  0.002
21 C 3.790779 -4.141844 -0.032263  0.000
22 C 2.956967 -3.170106 -0.569196  0.003
23 P 0.368977 1.321107 -0.499855  0.118
24 C -1.436651 1.538466 -0.513250  0.027
25 C -2.025040 2.097664 -1.643981  0.005
26 C -3.385847 2.353957 -1.666862  0.000
27 C -4.170043 2.044974 -0.564508  0.002
28 C -3.589713 1.492898 0.568101  0.001
29 C -2.226117 1.247297 0.595743  0.006
30 C 0.988500 2.825416 0.295233  0.004
31 C 1.991558 3.527194 -0.369681  0.002
32 C 2.477776 4.713510 0.161124  0.000
33 C 1.962980 5.199915 1.352403  -0.001
34 C 0.957113 4.506058 2.014462  0.000
35 C 0.464966 3.325052 1.486608  -0.001
36 H 2.696598 2.167512 4.009430  0.001
37 H 1.273056 2.967303 5.856133  0.000
38 H -1.770621 0.412312 4.836256  0.000
39 H -0.452532 -0.568083 2.991827  0.003
40 H -1.498519 -1.425728 1.352221  0.005
41 H -3.751701 -2.422821 1.418843  0.000
42 H -4.523819 -3.847613 -0.450248  0.000
43 H -3.037099 -4.257418 -2.382899  0.000
44 H -0.805038 -3.225012 -2.464931  0.000
45 H 0.369889 -3.428803 1.609625  0.000
46 H 1.863503 -5.142224 2.566837  0.000
47 H 4.052110 -5.598295 1.515981  0.000
48 H 4.744794 -4.346832 -0.499461  0.000
49 H 3.270112 -2.612238 -1.441683  0.000
50 H -1.420956 2.322036 -2.514931  0.002
51 H -3.835750 2.784807 -2.551638  0.000
52 H -5.235065 2.236094 -0.587352  0.000
53 H -4.197949 1.258101 1.432303  0.000
54 H -1.768684 0.839092 1.488904  0.002
55 H 2.406726 3.134634 -1.291142  0.001
56 H 3.260088 5.252676 -0.356362  0.000
57 H 2.341364 6.125578 1.766561  0.000
58 H 0.552476 4.887529 2.943237  0.000
59 H -0.327457 2.795884 2.001453  0.000
60 C -2.366465 -0.620282 -5.367866  0.001
61 C -1.130491 -0.400991 -4.530922  0.001
62 O -1.238861 -0.415314 -3.265106  0.020
63 O -0.023434 -0.219930 -5.091299  -0.002
64 H -3.257906 -0.639594 -4.747657  0.000
65 H -2.265974 -1.566291 -5.899968  0.000
66 H -2.438318 0.165386 -6.118224  0.000
67 Cl 4.362097 0.056200 -1.220587  0.002
68 Ge 3.493243 0.370487 -3.235924  0.014
69 Cl 4.158350 2.396994 -3.679268  0.005
70 Cl 4.742904 -0.903959 -4.474112  0.007

Forces on the atoms, in the same order (eV/Å):
Cd 0.0 -0.1 0.0
Te -0.3 -0.1 0.1
C 0.1 0.1 0.1
C 0.0 0.0 -0.1
C 0.0 0.0 0.0
N 0.0 0.1 0.1
C 0.0 -0.1 0.0
C 0.0 0.0 0.0
C 0.5 0.0 0.1
P 0.0 -0.1 -0.3
C 0.0 0.0 0.1
C 0.0 0.0 0.0
C 0.0 0.0 0.0
C 0.0 0.0 0.0
C 0.0 0.0 0.0
C 0.0 0.0 0.0
C 0.0 0.0 0.1
C 0.0 0.0 0.0
C 0.0 0.0 0.0
C 0.0 0.0 0.0
C 0.0 0.0 0.0
C 0.0 0.0 0.0
P -0.3 0.2 -0.4
C 0.0 0.0 0.2
C 0.0 0.0 0.0
C 0.0 0.0 0.0
C 0.0 0.0 0.0
C 0.0 0.0 0.0
C 0.0 0.0 0.0
C 0.0 0.0 0.0
C 0.1 -0.1 0.1
C 0.0 0.0 0.0
C 0.0 0.0 0.0
C 0.0 0.0 0.0
C 0.0 0.0 -0.1
H 0.0 0.0 0.0
H 0.0 0.0 0.0
H 0.0 0.0 0.0
H 0.0 0.0 0.0
H 0.0 0.0 0.0
H 0.0 0.0 0.0
H 0.0 0.0 0.0
H 0.0 0.0 0.0
H 0.0 0.0 0.0
H 0.0 0.0 0.0
H 0.0 0.0 0.0
H 0.0 0.0 0.0
H 0.0 0.0 0.0
H 0.0 0.0 0.0
H 0.0 0.0 0.0
H 0.0 0.0 0.0
H 0.0 0.0 0.0
H 0.0 0.0 0.0
H 0.0 0.0 0.0
H 0.0 0.0 0.0
H 0.0 0.0 0.0
H 0.0 0.0 0.0
H 0.0 0.0 0.0
H 0.0 0.0 0.0
C 0.1 0.0 0.0
C -0.1 0.0 -0.1
O 0.0 0.1 0.0
O 0.1 0.0 0.1
H 0.0 0.0 0.0
H 0.0 0.0 0.0
H 0.0 0.0 0.0
Cl 0.1 0.0 0.0
Ge -0.1 0.0 0.1
Cl 0.0 0.0 0.0
Cl 0.0 0.0 0.0



Question: Which of these has the lowest largest force on an atom?
Answer: C32H27CdCl3GeNO2P2Te



Question: The highest DFT total energy belongs to which entry?
Answer: C32H27BNO12



Question: The highest largest force on an atom belongs to which entry?
Answer: C32H27BNO12



Question: The highest largest force on an atom belongs to which entry?
Answer: C32H27BNO12